# 1
The following is a DFT calculation (wB97M-V/def2-TZVPD) of C20H41AuGeO7P2Sb2 as an isolated structure.

Output
- frontier orbital gap (Eh) = 0.332
- charge = +2
- energy above the lowest of the compared OMol25 structures with the same formula, charge and spin (kcal per mole) = 0.0
- multiplicity = 1
- F_max (Eh/bohr) = 0.0033
- HOMO level (eV) = -14.338

XYZ file:
```
74
C20H41AuGeO7P2Sb2 | the OMol25 dataset | wB97M-V/def2-TZVPD
Au -0.0867 0.6572 -1.0549
O 1.0111 -1.6181 1.2640
P -0.5581 -1.8182 1.0749
O -1.0566 -3.1624 1.2956
O -0.9053 -1.2176 -0.3398
O -1.1411 -0.7253 2.0910
P -0.8915 0.7132 2.6936
O -2.0474 1.5954 2.1032
O -0.6892 0.7273 4.1448
O 0.3894 1.2792 1.9535
H 1.4569 -2.4776 1.2931
H -2.8718 1.5968 2.6108
C -0.2139 4.5155 -1.1614
Sb 0.8611 2.8392 -1.8580
C 0.9488 3.0719 -3.9524
C 2.8807 3.2252 -1.2358
C 2.9977 4.1629 -0.0677
C 2.9885 5.5342 -0.3338
C 3.1591 6.4762 0.6632
C 3.3705 6.0589 1.9698
C 3.3816 4.7055 2.2497
C 3.1749 3.7451 1.2582
C 3.2365 2.2892 1.6513
Sb 1.8560 1.7791 3.1848
C 2.4084 0.0626 4.2449
C 1.1003 3.3746 4.3033
H 0.1770 5.4224 -1.6178
H -0.1163 4.5809 -0.0796
H -1.2620 4.3914 -1.4253
H 1.3518 4.0569 -4.1810
H -0.0510 2.9783 -4.3703
H 1.5909 2.3027 -4.3757
H 3.3482 3.6744 -2.1123
H 3.3675 2.2659 -1.0755
H 2.8736 5.8657 -1.3597
H 3.1550 7.5298 0.4199
H 3.5422 6.7800 2.7570
H 3.5880 4.3853 3.2671
H 4.2233 2.0048 2.0233
H 2.9717 1.5992 0.8500
H 3.3111 0.2867 4.8122
H 2.6022 -0.7303 3.5258
H 1.5807 -0.1954 4.9004
H 1.8515 3.6811 5.0300
H 0.2109 3.0044 4.8075
H 0.8788 4.1972 3.6272
C 0.3261 -6.2190 -0.2409
C -0.6102 -5.3675 -1.0861
C 0.1120 -4.1929 -1.7328
C -0.7890 -3.2762 -2.5612
Ge -2.0894 -2.1953 -1.6071
C -3.5850 -2.8296 -0.5488
C -4.8481 -2.8294 -1.4184
C -4.6812 -3.6004 -2.7275
C -4.3558 -5.0767 -2.5360
H -0.1946 -7.0728 0.1900
H 0.7381 -5.6351 0.5855
H 1.1573 -6.6013 -0.8359
H -1.4240 -4.9996 -0.4561
H -1.0632 -5.9790 -1.8719
H 0.9018 -4.5751 -2.3853
H 0.6264 -3.6126 -0.9575
H -1.3574 -3.8615 -3.2913
H -0.1948 -2.5620 -3.1374
H -2.4455 -0.9266 -2.4034
H -3.6975 -2.1681 0.3127
H -3.3483 -3.8174 -0.1591
H -5.1376 -1.7990 -1.6411
H -5.6692 -3.2641 -0.8435
H -3.8999 -3.1234 -3.3423
H -5.5954 -3.5000 -3.3144
H -3.4037 -5.2281 -2.0231
H -4.2973 -5.5923 -3.4939
H -5.1295 -5.5664 -1.9425
```

# 2
The following is a DFT calculation (wB97M-V/def2-TZVPD) of a 2-piece molecular cluster, C2H5NO4 overall.

Output
- frontier orbital gap (alpha / beta) (Eh) = 0.360 / 0.161
- charge = +1
- energy above the lowest of the compared OMol25 structures with the same formula, charge and spin (kcal per mole) = 45.7
- multiplicity = 2
- F_max (Eh/bohr) = 0.2276
- HOMO level (alpha / beta) (eV) = -15.672 / -15.670

XYZ file:
```
12
C2H5NO4 | the OMol25 dataset | wB97M-V/def2-TZVPD
O -0.0229 -1.6288 -0.9526
C -0.8282 -1.3384 -0.0480
N -1.2809 -0.0087 0.0920
C -0.6146 1.1430 -0.5417
O 0.4745 0.7749 -1.1516
O -0.8386 2.2890 -0.2399
H -1.1076 -2.1585 0.7071
H -2.0950 0.2213 0.7904
H 0.5943 -0.2981 -1.2911
H 1.7458 0.0072 1.5135
H 1.7271 0.5418 0.2461
O 2.2462 0.4554 0.8759
```

# 3
The following is a DFT calculation (wB97M-V/def2-TZVPD) of a 4-piece molecular cluster, C20H25B3F3O3 overall.

Output
- frontier orbital gap (Eh) = 0.252
- charge = -1
- multiplicity = 1
- F_max (Eh/bohr) = 0.0246
- HOMO level (eV) = -4.157

XYZ file:
```
54
C20H25B3F3O3 | the OMol25 dataset | wB97M-V/def2-TZVPD
C 0.2846 -1.6583 2.7735
O 0.4678 -0.8699 1.6065
B -0.0903 0.4335 1.9077
O 0.8501 1.3871 2.4749
B -1.6650 0.8915 1.6364
B -2.7070 0.4259 2.8656
C -4.0348 -0.4389 2.5197
O -2.4580 0.7339 4.2401
H 0.8172 -2.6046 2.6917
H 0.6121 -1.0888 3.6468
H -0.7766 -1.9121 2.8715
H 1.1381 1.0505 3.3157
H -1.6707 2.0948 1.5516
H -2.0326 0.3488 0.6165
H -3.9828 -1.3820 3.0876
H -4.0147 -0.6848 1.4630
H -4.9732 0.0731 2.7695
H -3.2881 0.8277 4.6866
F -2.0330 4.3034 -0.9538
C -1.2302 5.0116 -0.1443
C -0.2054 4.3702 0.5273
C 0.6220 5.1115 1.3574
C 0.4128 6.4777 1.5147
C -0.6234 7.1057 0.8355
C -1.4497 6.3706 -0.0043
H -0.0634 3.3044 0.4059
H 1.4283 4.6199 1.8842
H 1.0581 7.0517 2.1681
H -0.7899 8.1681 0.9601
H -2.2586 6.8423 -0.5477
F -3.8136 -3.1829 -2.3849
C -2.5654 -2.6723 -2.4859
C -1.9415 -2.6658 -3.7206
C -0.6616 -2.1375 -3.8259
C -0.0229 -1.6337 -2.6988
C -0.6621 -1.6524 -1.4644
C -1.9452 -2.1703 -1.3566
H -2.4551 -3.0693 -4.5843
H -0.1627 -2.1191 -4.7866
H 0.9760 -1.2260 -2.7827
H -0.1632 -1.2651 -0.5846
H -2.4625 -2.1825 -0.4058
F 2.9861 -2.3358 -4.2219
C 3.5168 -2.8517 -3.0978
C 4.4829 -2.1349 -2.4170
C 5.0237 -2.6661 -1.2545
C 4.6002 -3.9059 -0.7929
C 3.6308 -4.6139 -1.4913
C 3.0797 -4.0837 -2.6492
H 4.8025 -1.1727 -2.7950
H 5.7736 -2.1112 -0.7075
H 5.0241 -4.3180 0.1134
H 3.3006 -5.5794 -1.1326
H 2.3150 -4.6146 -3.2007
```

# 4
The following is a DFT calculation (wB97M-V/def2-TZVPD) of a 7-piece molecular cluster, C40H86ClF3N7O10P overall.

Output
- frontier orbital gap (Eh) = 0.307
- structure (SMILES) = CCCCCCCCC[C@@H](O[C@H](COC(F)(F)F)[C@H](Cl)CC)[C@@H](NP(C)O)OCCCC.CN(C)C=O.CN(C)C=O.CN(C)C=O.CN(C)C=O.CN(C)C=O.CN(C)C=O
- multiplicity = 1
- F_max (Eh/bohr) = 0.0258
- HOMO level (eV) = -7.768

XYZ file:
```
148
C40H86ClF3N7O10P | the OMol25 dataset | wB97M-V/def2-TZVPD
C 2.3366 1.9500 2.4566
C 1.7124 1.2509 1.2489
C 0.7561 0.1595 1.6965
C 0.0265 -0.5489 0.5521
C 0.9156 -1.0628 -0.5766
C 0.0179 -1.6006 -1.7110
C -0.3364 -0.5068 -2.7367
C -1.8315 -0.1051 -2.6716
C -2.0281 1.3431 -3.1216
C -2.0146 2.3373 -1.9746
O -2.0333 3.6469 -2.5535
C -1.1563 4.5995 -1.9627
C -1.9442 5.9117 -1.9646
O -1.8502 6.4710 -0.6211
C -2.8014 7.3729 -0.2907
F -3.8975 6.7660 0.2612
F -3.2306 8.1143 -1.3519
F -2.2923 8.2216 0.6421
C 0.1185 4.6630 -2.8038
Cl 1.1757 3.2580 -2.4087
C 0.9673 5.9313 -2.7030
C 1.1641 6.4821 -1.2836
C -3.2207 2.1498 -1.0509
N -3.2943 3.1107 0.0556
P -2.1791 2.6530 1.3047
C -1.6441 4.2768 1.9696
O -3.1082 2.0870 2.5614
O -4.3618 2.1582 -1.8592
C -5.6047 2.3670 -1.2128
C -5.9342 1.3687 -0.1004
C -6.5577 2.0717 1.1241
C -6.1598 1.4430 2.4823
H 3.2133 2.5258 2.1611
H 2.6509 1.2288 3.2038
H 1.6445 2.6680 2.8947
H 2.5199 0.7911 0.6894
H 1.2118 2.0160 0.6555
H 0.0043 0.5810 2.3668
H 1.3055 -0.5952 2.2627
H -0.7717 0.0918 0.1779
H -0.4546 -1.4289 0.9826
H 1.5142 -1.8943 -0.2068
H 1.5570 -0.2859 -0.9801
H 0.5106 -2.4231 -2.2284
H -0.8753 -2.0159 -1.2466
H -0.1263 -0.8503 -3.7448
H 0.2375 0.3830 -2.4844
H -2.3946 -0.7917 -3.2976
H -2.1521 -0.2820 -1.6497
H -2.9301 1.4579 -3.7144
H -1.2029 1.6064 -3.7850
H -1.1129 2.1546 -1.3904
H -0.9445 4.3172 -0.9345
H -1.5774 6.6386 -2.6787
H -2.9863 5.6632 -2.1312
H -0.1947 4.5081 -3.8310
H 0.5842 6.6751 -3.3983
H 1.9482 5.6625 -3.0846
H 0.5155 7.3419 -1.1324
H 0.8595 5.7611 -0.5320
H 2.1783 6.8204 -1.1145
H -3.1023 1.1640 -0.5950
H -3.0939 4.0568 -0.2484
H -0.6434 4.1539 2.3755
H -1.5827 5.0270 1.1862
H -2.2791 4.6301 2.7833
H -2.9178 2.6303 3.3326
H -5.6888 3.3981 -0.8752
H -6.3370 2.2503 -2.0093
H -6.7026 0.6804 -0.4498
H -5.0835 0.7578 0.1847
H -6.2496 3.1134 1.1492
H -7.6397 2.0638 1.0156
H -5.5667 0.5492 2.3254
H -7.0458 1.2089 3.0668
H -5.5699 2.1542 3.0486
C -5.4472 -2.0495 -0.7497
O -4.3045 -1.7959 -1.0738
N -6.3696 -2.6165 -1.5472
C -7.7185 -2.8751 -1.0942
C -5.9915 -2.9741 -2.9089
H -5.8340 -1.8159 0.2587
H -7.9386 -3.9437 -1.1515
H -8.4368 -2.3344 -1.7154
H -7.8333 -2.5491 -0.0622
H -5.1681 -3.6926 -2.9073
H -5.6644 -2.0792 -3.4427
H -6.8511 -3.4076 -3.4172
C 6.0184 0.0197 1.1569
O 4.8915 0.1494 0.7161
N 6.3192 -0.1345 2.4573
C 7.6838 -0.2739 2.9293
C 5.2261 -0.1614 3.4149
H 6.9090 0.0198 0.5040
H 7.7967 -1.2309 3.4444
H 7.9203 0.5342 3.6245
H 8.3763 -0.2345 2.0907
H 4.5497 -0.9844 3.1807
H 4.6700 0.7702 3.3488
H 5.6206 -0.2861 4.4198
C 8.5923 -4.8181 3.7530
O 8.3053 -3.8428 4.4254
N 8.2481 -4.9861 2.4680
C 8.6169 -6.1634 1.6999
C 7.4732 -3.9388 1.8274
H 9.1775 -5.6607 4.1595
H 9.2221 -5.8724 0.8399
H 7.7270 -6.6671 1.3447
H 9.1931 -6.8455 2.3249
H 8.0318 -3.0028 1.8667
H 6.5328 -3.7976 2.3616
H 7.2696 -4.2066 0.7943
C 6.6178 -8.3281 -1.0617
O 7.0554 -7.2546 -0.6910
N 7.3163 -9.4761 -1.0605
C 6.7435 -10.7282 -1.5147
C 8.6910 -9.4539 -0.5880
H 5.5883 -8.4458 -1.4376
H 6.7541 -11.4625 -0.7071
H 7.3164 -11.1212 -2.3567
H 5.7154 -10.5719 -1.8327
H 8.7270 -9.1104 0.4461
H 9.2848 -8.7694 -1.1943
H 9.1125 -10.4533 -0.6514
C -3.4058 -5.9550 -4.2787
O -3.7181 -5.0897 -3.4855
N -3.6478 -5.8962 -5.6009
C -3.2510 -6.9543 -6.5074
C -4.3293 -4.7250 -6.1273
H -2.8833 -6.8768 -3.9719
H -2.5613 -6.5676 -7.2603
H -4.1267 -7.3684 -7.0112
H -2.7561 -7.7496 -5.9548
H -3.7531 -3.8256 -5.9077
H -5.3100 -4.6212 -5.6619
H -4.4479 -4.8269 -7.2027
C -1.4983 5.6556 5.5868
O -0.4864 4.9900 5.5046
N -1.5523 6.9298 6.0135
C -2.7966 7.6690 6.0832
C -0.3146 7.5780 6.4151
H -2.4887 5.2533 5.3072
H -2.7468 8.5531 5.4446
H -2.9906 7.9859 7.1099
H -3.6201 7.0419 5.7489
H 0.3880 7.5930 5.5816
H 0.1465 7.0293 7.2365
H -0.5250 8.5962 6.7312
```

# 5
The following is a DFT calculation (wB97M-V/def2-TZVPD) of a 3-piece molecular cluster, C38H67N4O6 overall.

Output
- frontier orbital gap (alpha / beta) (Eh) = 0.198 / 0.218
- charge = +1
- multiplicity = 3
- F_max (Eh/bohr) = 0.1975
- HOMO level (alpha / beta) (eV) = -10.133 / -10.674

XYZ file:
```
115
C38H67N4O6 | the OMol25 dataset | wB97M-V/def2-TZVPD
C -2.8146 0.3902 -1.9664
C -1.3965 0.2488 -2.0170
C 0.2748 0.1892 -1.9918
C 0.9394 0.4926 -3.4598
C 2.5894 0.6379 -3.4375
C 2.9816 1.7800 -2.3383
C 2.5265 3.3130 -2.4893
O 1.7088 3.6687 -3.6806
C 2.4713 4.6308 -4.4913
C 1.6954 4.7552 -5.9605
C 0.8680 6.1886 -6.0650
O 2.6875 4.7916 -7.0807
N 2.8765 4.3546 -1.5263
N 3.5571 4.3165 -0.3617
C 3.9769 2.9408 -0.1097
C 4.7789 2.7792 1.3522
C 3.6890 3.2029 2.5001
C 3.8259 2.3315 3.8968
O 2.4371 1.8763 4.2288
C 2.4377 1.0910 5.4821
C 3.1743 -0.3811 5.6581
O 1.8038 1.5797 6.5801
C 3.8118 1.6053 -0.9530
C 4.3791 0.1146 -0.5673
C 3.3087 -0.8540 0.2129
C 2.3851 -0.0353 1.3159
H -3.8772 0.8235 -1.6438
H 0.5867 0.9668 -1.1480
H 0.6715 -0.8659 -1.6076
H 0.4400 1.4101 -4.0353
H 0.7013 -0.4622 -4.1346
H 2.9063 1.0478 -4.5057
H 3.1341 -0.4054 -3.2848
H 2.5117 5.6665 -3.9247
H 3.5775 4.2985 -4.7067
H 0.8951 3.9052 -6.1027
H 1.5653 7.0969 -6.3951
H 0.3315 6.4558 -5.0379
H 0.0069 6.0905 -6.8701
H 2.1797 5.1520 -7.8871
H 2.5368 5.3366 -1.7692
H 5.2827 1.7377 1.4928
H 5.6632 3.5809 1.3682
H 3.6788 4.3777 2.7058
H 2.6130 2.9756 2.0343
H 4.2094 3.0239 4.7615
H 4.5568 1.3953 3.7785
H 3.0006 -0.7715 6.7518
H 2.6050 -1.1225 4.9419
H 4.3220 -0.3423 5.4182
H 4.6119 -0.4246 -1.6068
H 5.4391 0.1798 -0.0241
H 2.6476 -1.5011 -0.5214
H 3.9602 -1.6295 0.8443
H 3.1003 0.2218 2.2174
H 1.5634 -0.7973 1.6944
H 1.8260 0.8924 0.8722
C -3.3384 -2.7627 -8.1693
C -2.9727 -2.1971 -6.7716
C -4.1053 -2.5133 -5.7595
C -5.3433 -1.6435 -5.9461
C -4.9734 -0.1634 -5.9343
C -3.8616 0.1970 -6.9554
N -2.6789 -0.7282 -6.8793
O -1.9314 -0.3644 -5.7436
C -4.4566 0.1889 -8.3903
C -3.4669 1.6968 -6.7423
C -1.7166 -3.0418 -6.3685
H -4.3226 -2.4651 -8.5235
H -2.5971 -2.4669 -8.9204
H -3.3616 -3.8599 -8.1554
H -3.7386 -2.3742 -4.7341
H -4.3974 -3.5686 -5.8360
H -5.8577 -1.9054 -6.8754
H -6.0554 -1.8462 -5.1365
H -5.8756 0.4300 -6.1326
H -4.6506 0.1054 -4.9193
H -3.6648 0.2196 -9.1480
H -5.0940 1.0657 -8.5605
H -5.0999 -0.6661 -8.5933
H -3.1247 1.9041 -5.7224
H -4.3256 2.3584 -6.9115
H -2.6763 1.9995 -7.4399
H -0.8735 -2.8445 -7.0425
H -1.9330 -4.1164 -6.4208
H -1.3877 -2.8490 -5.3409
C -1.4229 -0.9912 7.2657
C -0.4365 -1.6632 8.2569
C 0.5324 -2.5991 7.4872
C -0.1187 -3.8995 7.0299
C -0.7822 -4.6157 8.2022
C -1.7811 -3.7185 8.9805
N -1.2047 -2.3754 9.3332
O -0.3300 -2.5640 10.4196
C -3.0771 -3.5419 8.1425
C -2.2753 -4.5100 10.2375
C 0.3943 -0.4519 8.8013
H -1.9361 -1.6904 6.6096
H -2.1769 -0.4012 7.7991
H -0.8954 -0.3044 6.5914
H 1.3920 -2.8497 8.1223
H 0.9438 -2.0804 6.6117
H -0.8451 -3.7043 6.2355
H 0.6448 -4.5533 6.5902
H -1.2924 -5.5129 7.8278
H 0.0046 -4.9747 8.8797
H -3.7089 -2.7453 8.5525
H -3.6795 -4.4590 8.1453
H -2.8932 -3.3333 7.0895
H -1.4541 -4.8184 10.8938
H -2.7893 -5.4340 9.9447
H -2.9823 -3.9131 10.8266
H -0.2391 0.2382 9.3726
H 0.8409 0.1194 7.9775
H 1.2283 -0.7628 9.4409
```

# 6
The following is a DFT calculation (wB97M-V/def2-TZVPD) of C5H10AsLaO4S as an isolated structure.

Output
- frontier orbital gap (Eh) = 0.279
- multiplicity = 1
- F_max (Eh/bohr) = 0.1112
- HOMO level (eV) = -8.396

XYZ file:
```
22
C5H10AsLaO4S | the OMol25 dataset | wB97M-V/def2-TZVPD
La 0.0200 1.8741 0.7356
O -1.9095 3.2970 4.3450
C -1.2199 2.7858 3.4663
O -1.6057 3.0844 1.9902
C -0.0415 1.9001 3.8694
O 0.1884 1.7202 5.0626
O 0.8988 1.2020 2.8469
C -0.6144 0.2286 -2.5426
As 0.6137 -0.8825 -1.4821
C -0.2500 -1.7922 0.0327
C 1.6154 -2.1418 -2.6128
S 2.0143 0.3886 -0.6831
H -1.3863 -0.4180 -3.0079
H -0.0450 0.7548 -3.3360
H -1.1043 0.9727 -1.8817
H -1.0103 -2.5031 -0.3505
H -0.7409 -1.0407 0.6843
H 0.5143 -2.3461 0.6154
H 0.9097 -2.8607 -3.0772
H 2.3499 -2.6934 -1.9909
H 2.1490 -1.5810 -3.4075
H -1.3460 0.0513 0.7239
```

# 7
The following is a DFT calculation (wB97M-V/def2-TZVPD) of a 2-piece molecular cluster, C2H8NOS overall.

Output
- frontier orbital gap (alpha / beta) (Eh) = 0.293 / 0.315
- charge = +1
- energy above the lowest of the compared OMol25 structures with the same formula, charge and spin (kcal per mole) = 132.5
- multiplicity = 1
- F_max (Eh/bohr) = 0.0527
- HOMO level (alpha / beta) (eV) = -12.630 / -12.812

XYZ file:
```
13
C2H8NOS | the OMol25 dataset | wB97M-V/def2-TZVPD
C -1.6426 -1.1350 0.0068
C 0.4052 -0.0386 -0.5276
N 1.3827 0.7554 0.3285
O -0.6497 -0.3443 0.1495
S 1.0696 -0.9855 -1.8447
H -1.5086 1.9878 0.6883
H -2.4152 -0.9966 0.7667
H -1.8141 -1.8017 -0.8031
H -1.5084 1.2494 0.7316
H 1.7502 1.6465 -0.0686
H 2.2359 0.1498 0.5579
H 0.7533 1.2395 1.0512
H 1.9416 -1.7266 -1.0365
```